C39H66N4O2RhSb2Si3 as an isolated structure, computed with the ωB97M-V functional and the def2-TZVPD basis.

## Properties
gap between HOMO and LUMO	6.57	eV
net charge	+1
HOMO energy	-9.69	eV
LUMO	-0.1145	Ha
strongest force on any atom	0.0127	hartree/bohr

The geometry in XYZ format:
```
117
Properties=species:S:1:pos:R:3:forces:R:3
Sb 0.066415 -2.750212 0.053118 0.03 0.59 0.07
Sb 0.069874 3.017790 0.027329 -0.13 -0.40 0.10
Rh 0.109884 -0.047022 0.206362 -0.05 0.27 -0.20
Si 1.904398 -3.856306 -1.395632 -0.09 0.07 0.05
Si -2.142210 -3.716782 -0.900744 0.04 0.03 0.10
Si 0.402607 -3.858168 2.353099 -0.05 -0.03 -0.14
O 1.524936 -0.015712 -3.604722 -0.09 0.05 0.03
O -3.864650 -0.033280 1.098073 0.03 0.09 -0.06
N -0.484181 -0.028686 2.237313 0.03 -0.12 0.11
N 2.189841 -0.002838 -0.100521 0.02 -0.15 0.27
N -1.845955 -0.036102 -0.027089 0.05 -0.14 -0.64
N 0.126682 -0.042407 -1.762185 -0.42 -0.20 -0.02
C -1.774514 3.830519 -0.890587 0.17 0.01 0.06
C -1.084759 -3.472178 3.393750 -0.13 -0.01 0.13
C 1.969196 -3.218728 3.127636 0.17 0.02 0.01
C 0.367042 5.385237 2.114141 -0.03 0.00 0.08
C -3.547217 0.024294 -1.838707 -0.20 0.06 -0.10
C -1.738087 5.347252 -1.053435 -0.09 -0.01 0.06
C 0.570457 -5.697569 2.150616 0.02 -0.18 -0.02
C 1.288505 -0.016099 -2.399669 0.60 0.05 -0.05
C 1.452074 3.230537 2.690196 -0.03 0.12 0.15
C 1.743344 3.930132 -1.091313 -0.14 -0.01 0.00
C -2.488923 0.037094 3.534470 -0.07 0.00 0.22
C 3.201779 0.027925 0.769144 0.01 0.04 0.01
C 3.752436 0.145455 -1.890142 0.21 0.02 -0.02
C -1.444409 -0.042064 -3.684786 -0.10 0.06 -0.18
C 0.217789 -0.017619 3.370061 0.03 0.05 0.03
C 0.215036 3.867499 2.062110 0.08 0.13 -0.22
C -2.766201 0.026769 -4.119878 0.18 0.02 -0.05
C -3.804562 0.066072 -3.208317 -0.08 0.06 0.19
C -1.176829 -0.064923 -2.326061 0.45 0.01 0.19
C 1.705687 -3.315653 -3.152169 -0.04 0.07 -0.18
C 1.658135 3.403583 -2.523935 0.11 0.05 0.00
C -1.936332 3.191282 -2.265567 -0.06 0.13 -0.06
C -2.959805 3.423327 -0.017037 -0.03 -0.03 -0.06
C -1.030567 3.458159 2.842247 0.09 0.02 0.12
C -0.371401 0.033556 4.622578 0.17 0.02 -0.04
C -2.235806 -0.042705 -1.394576 0.11 -0.03 0.50
C -1.750072 0.068105 4.708016 -0.19 0.00 -0.04
C 3.037470 3.450813 -0.442661 0.10 0.08 -0.08
C 4.523106 0.133199 0.368487 -0.07 0.00 0.11
C 1.709322 -5.699118 -1.282798 -0.05 -0.17 0.04
C 4.803328 0.203332 -0.984745 -0.05 -0.03 -0.20
C 2.461429 0.039309 -1.414313 -0.27 -0.05 -0.32
C -1.933664 -5.563082 -0.936075 0.06 -0.20 0.05
C -2.395757 -3.100431 -2.621922 0.01 0.01 -0.25
C 1.745375 5.455749 -1.123330 0.08 -0.03 -0.04
C 3.539412 -3.385117 -0.657993 0.19 -0.01 0.09
C -3.510412 -3.242878 0.249025 -0.11 0.06 0.12
C -2.638422 -0.029644 1.035079 -0.13 0.06 0.61
C -1.827205 -0.011648 2.326878 -0.21 -0.03 -0.37
H 1.557069 2.321543 -2.579767 0.01 0.04 -0.04
H -4.827957 0.129578 -3.554141 0.00 -0.01 0.02
H -0.868362 -3.679702 4.446100 -0.02 -0.01 -0.02
H 5.824771 0.292747 -1.330570 -0.01 0.00 -0.01
H 5.307424 0.164580 1.111751 -0.01 0.00 0.00
H -3.569569 -2.166061 0.411076 -0.10 -0.12 -0.04
H 3.881169 3.719379 -1.089688 -0.02 0.00 0.01
H 1.420692 2.148644 2.625604 0.01 -0.25 0.00
H -3.570490 0.050837 3.513386 0.02 0.01 0.01
H -1.258695 -5.875601 -1.732477 -0.06 -0.02 0.00
H -1.896508 4.054434 2.568682 -0.04 0.04 -0.02
H 0.826230 3.846133 -3.068613 0.00 0.02 -0.01
H -3.027372 4.016994 0.891036 0.00 0.03 0.05
H -1.936363 -4.088908 3.099241 0.01 0.01 0.01
H 1.808970 5.899900 -0.134129 0.02 0.02 -0.01
H -2.941735 2.366607 0.255987 -0.03 0.05 -0.03
H -0.417453 5.908035 1.569965 0.00 0.01 0.03
H 3.618481 -3.741566 0.371682 0.03 0.00 -0.03
H 1.331296 5.710583 1.729267 0.00 0.01 0.03
H 0.494784 -6.164360 3.137624 0.00 0.02 -0.01
H 0.757661 -6.042886 -1.683558 0.05 -0.03 -0.01
H 2.806516 -3.219615 2.426865 -0.01 -0.01 0.03
H 0.310482 5.714054 3.158889 0.01 -0.03 -0.01
H 2.939456 -0.016471 1.817772 -0.01 -0.01 0.00
H 2.627711 5.786344 -1.684927 -0.01 -0.03 0.01
H -2.242095 0.115859 5.670640 0.00 -0.01 -0.02
H 2.575534 3.676947 -3.058754 -0.02 -0.01 0.01
H -2.737574 5.686889 -1.348164 0.01 -0.02 0.00
H 2.505938 -6.159388 -1.875969 -0.01 0.02 0.01
H 1.504176 3.503517 3.751621 -0.01 -0.02 -0.03
H -2.912202 -6.009532 -1.138446 0.01 0.01 0.00
H 0.739508 -3.639822 -3.546635 0.03 -0.01 -0.01
H -4.349116 0.053778 -1.116284 0.01 0.01 -0.02
H -3.404885 -3.732315 1.219665 -0.02 0.01 0.00
H 3.891553 0.184868 -2.962479 0.01 0.00 0.02
H -1.085585 3.363906 -2.921775 -0.01 0.02 -0.01
H -1.053818 5.651117 -1.841714 0.00 0.01 -0.03
H -0.622347 -0.055218 -4.384511 -0.02 0.00 0.00
H 1.539684 -5.969386 1.731617 -0.02 -0.01 0.07
H -4.462921 -3.562246 -0.185365 0.01 -0.01 0.02
H -1.460050 -2.977633 -3.169739 -0.04 -0.05 -0.02
H -3.881174 3.593526 -0.585017 0.01 0.00 0.02
H -1.384338 -2.429974 3.309542 -0.04 0.06 0.03
H 0.875516 5.865361 -1.625715 -0.02 0.02 -0.03
H -1.287442 2.409899 2.707505 -0.02 -0.06 0.01
H 3.058633 2.373280 -0.305343 0.02 -0.04 0.03
H -0.207673 -6.125856 1.519570 0.04 -0.04 0.04
H 2.235768 -3.864806 3.969303 0.00 0.02 -0.01
H 3.692824 -2.309466 -0.661208 0.05 0.07 0.02
H -2.816849 3.629970 -2.749437 0.01 0.00 0.02
H -2.975346 0.054801 -5.181315 0.02 0.00 0.01
H 1.846463 -2.211288 3.512748 0.02 0.15 0.06
H -1.473010 5.876658 -0.139285 -0.02 0.01 -0.01
H 1.292091 -0.036362 3.265761 0.06 0.00 0.01
H -2.103845 2.124327 -2.197291 -0.01 0.04 -0.03
H -3.012184 -3.825412 -3.162032 0.01 -0.01 0.00
H 2.373606 3.568499 2.221313 -0.01 0.00 0.04
H -2.912761 -2.142513 -2.625938 0.04 -0.21 -0.06
H 1.775547 -2.238174 -3.294128 0.02 -0.06 -0.07
H 4.350492 -3.842508 -1.232721 -0.02 0.01 0.02
H 0.251567 0.051710 5.506385 0.00 -0.01 -0.02
H 1.799084 -6.065762 -0.261857 0.02 -0.04 -0.07
H 3.208912 3.925975 0.522033 0.03 0.02 -0.03
H -1.569821 -5.973962 0.005633 -0.05 -0.03 -0.04
H -0.849263 3.620802 3.911880 -0.01 0.00 -0.03
H 2.485545 -3.785334 -3.759939 -0.02 -0.01 0.01
```
Positions in Å, forces in eV/Å.

---

A 2-piece molecular cluster, C2H4N2S overall in a non-equilibrium geometry, computed with the ωB97M-V functional and the def2-TZVPD basis.

## Properties
gap between HOMO and LUMO (alpha / beta)	9.30 / 5.04	eV
HOMO energy (alpha / beta)	-10.74 / -8.67	eV
LUMO (alpha / beta)	-0.0530 / -0.1335	Ha
strongest force on any atom	0.0845	hartree/bohr

The geometry in XYZ format:
```
9
Properties=species:S:1:pos:R:3:forces:R:3
S -0.132238 -0.952222 1.395460 -0.27 1.95 0.21
N -0.552340 -0.037812 0.108015 0.62 0.82 0.82
N 2.456183 2.265232 1.009994 -1.42 -0.11 -0.40
C 1.345767 2.142190 0.650361 1.09 -0.34 0.21
C -0.701733 -0.696412 -1.153257 -0.33 -4.19 1.11
H -0.138793 0.161360 2.292458 0.02 -1.55 -0.96
H -0.106780 -1.755680 -1.147878 -1.29 2.26 -0.29
H -0.333639 -0.120655 -1.988414 -0.38 0.37 -0.09
H -1.836427 -1.006000 -1.166740 1.96 0.78 -0.61
```
Positions in Å, forces in eV/Å.

---

For each record above, in turn, the calculated energy above the lowest of the compared OMol25 structures with the same formula, charge and spin values are 0.00, 552.02 kJ/mol.